# 1
An isolated ion of composition C16H15N2 and charge +1, computed with ωB97M-V with the def2-TZVPD basis set.

## Properties
total charge: +1
Kohn-Sham gap: 5.7 eV
SMILES: N#[N+]C[C@H](/C=C/c1ccccc1)c1ccccc1
HOMO level: -11.414 eV
relative energy (zero: lowest compared OMol25 entry of this formula, charge and spin): 98.0 kcal per mole

```
33
C16H15N2, DFT ωB97M-V with the def2-TZVPD basis set
N 3.45 2.38 2.83
N 2.48 1.91 2.42
C 1.28 1.24 1.69
C 0.92 0.83 0.24
C -0.33 0.13 -0.14
C -1.48 0.76 -0.38
C -2.79 0.13 -0.47
C -3.97 0.94 -0.51
C -5.25 0.36 -0.54
C -5.37 -1.04 -0.52
C -4.23 -1.85 -0.53
C -2.96 -1.28 -0.50
C 2.21 0.13 -0.26
C 3.34 0.92 -0.52
C 4.60 0.34 -0.60
C 4.72 -1.05 -0.47
C 3.59 -1.86 -0.40
C 2.31 -1.28 -0.36
H 1.26 0.31 2.37
H 0.47 1.83 2.26
H 0.88 1.89 -0.08
H -0.32 -0.98 -0.29
H -1.48 1.85 -0.46
H -3.85 2.04 -0.51
H -6.14 1.02 -0.53
H -6.37 -1.47 -0.51
H -4.35 -2.92 -0.51
H -2.10 -1.92 -0.50
H 3.21 2.02 -0.56
H 5.47 0.98 -0.64
H 5.70 -1.49 -0.45
H 3.67 -2.94 -0.29
H 1.43 -1.92 -0.27
```

# 2
One molecule with the formula C16H15N3O2, computed with ωB97M-V with the def2-TZVPD basis set.

## Properties
Kohn-Sham gap: 9.2 eV
SMILES: COc1cccc(CNC(=O)c2n[nH]c3ccccc23)c1
HOMO level: -8.526 eV
relative energy (zero: lowest compared OMol25 entry of this formula, charge and spin): 13.1 kcal per mole

```
36
C16H15N3O2, DFT ωB97M-V with the def2-TZVPD basis set
C -2.20 -2.37 -4.43
O -2.93 -2.87 -3.34
C -2.99 -2.13 -2.20
C -3.72 -2.69 -1.15
C -3.83 -2.02 0.05
C -3.23 -0.79 0.23
C -2.51 -0.22 -0.81
C -1.82 1.11 -0.64
N -0.42 0.92 -0.34
C 0.16 1.36 0.80
O -0.42 2.02 1.65
C 1.59 1.00 0.89
N 2.19 0.23 0.00
N 3.47 0.10 0.37
C 3.74 0.80 1.51
C 4.91 0.97 2.25
C 4.82 1.76 3.37
C 3.62 2.37 3.76
C 2.46 2.21 3.04
C 2.52 1.41 1.90
C -2.39 -0.89 -2.02
H -2.62 -1.42 -4.79
H -1.15 -2.23 -4.18
H -2.29 -3.12 -5.22
H -4.18 -3.66 -1.30
H -4.40 -2.46 0.86
H -3.31 -0.26 1.17
H -2.24 1.67 0.20
H -1.92 1.71 -1.55
H 0.14 0.34 -0.95
H 4.09 -0.46 -0.18
H 5.83 0.50 1.95
H 5.71 1.92 3.97
H 3.62 2.98 4.65
H 1.53 2.67 3.32
H -1.83 -0.43 -2.82
```

# 3
C16H15N3O2PtS as an isolated structure, computed with ωB97M-V with the def2-TZVPD basis set.

## Properties
Kohn-Sham gap: 7.6 eV
HOMO level: -7.579 eV
relative energy (zero: lowest compared OMol25 entry of this formula, charge and spin): 8.1 kcal per mole

```
38
C16H15N3O2PtS, DFT ωB97M-V with the def2-TZVPD basis set
Pt 0.04 -0.06 0.01
C -1.84 -2.15 -3.18
C -1.69 -3.48 -2.81
C -1.00 -3.78 -1.66
C -0.48 -2.76 -0.86
N -0.65 -1.47 -1.23
C -1.31 -1.17 -2.36
C 0.23 -2.91 0.40
C 0.54 -4.13 1.00
C 1.21 -4.16 2.21
C 1.61 -2.97 2.81
C 1.31 -1.75 2.21
C 0.61 -1.69 1.01
H -2.36 -1.87 -4.08
H -2.10 -4.26 -3.43
H -0.85 -4.81 -1.35
H -1.39 -0.12 -2.59
H 0.25 -5.06 0.53
H 1.43 -5.10 2.69
H 2.14 -2.99 3.75
H 1.63 -0.84 2.71
N 0.93 1.45 1.18
C 0.43 2.78 0.77
C 0.04 2.80 -0.73
O 0.05 3.87 -1.30
O -0.29 1.66 -1.22
H 0.82 1.30 2.18
H 1.92 1.38 0.97
H 1.16 3.56 0.94
H -0.47 3.02 1.33
S -4.26 0.58 2.69
C -4.16 -0.97 1.98
C -2.99 -1.10 1.32
N -2.17 0.00 1.35
C -2.71 0.95 2.04
H -4.96 -1.68 2.09
H -2.67 -1.98 0.78
H -2.28 1.93 2.20
```

# 4
C16H15N3OS2SbSe4W as an isolated structure, computed with ωB97M-V with the def2-TZVPD basis set.

## Properties
Kohn-Sham gap (alpha / beta): 6.9 / 5.7 eV
HOMO level (alpha / beta): -7.722 / -7.863 eV
multiplicity: 4
relative energy (zero: lowest compared OMol25 entry of this formula, charge and spin): 23.8 kcal per mole

```
43
C16H15N3OS2SbSe4W, DFT ωB97M-V with the def2-TZVPD basis set
W -0.82 1.47 0.07
O -2.14 1.81 1.11
N 0.54 3.04 0.79
C 1.07 3.37 1.98
C 1.31 4.68 2.32
C 0.94 5.68 1.42
C 0.35 5.35 0.22
C 0.18 4.00 -0.07
S -0.63 3.33 -1.47
H 1.31 2.55 2.65
H 1.76 4.92 3.27
H 1.09 6.72 1.69
H 0.01 6.10 -0.49
S 0.02 0.06 2.12
C -1.13 -1.16 1.84
N -2.39 -1.18 2.29
C -2.97 -2.52 2.16
C -2.10 -3.10 1.04
N -0.91 -2.25 1.11
H -2.71 -0.47 2.94
H -4.02 -2.46 1.87
H -2.86 -3.06 3.10
H -2.60 -2.96 0.07
H -1.86 -4.15 1.18
H 0.01 -2.46 0.75
Se -5.22 -2.25 0.29
Sb -4.49 -0.16 -0.60
Se -4.80 1.70 1.06
Se -6.12 0.03 -2.46
Se -2.34 0.37 -1.73
C 0.70 0.19 -0.80
C 1.51 -0.56 -1.32
C 2.48 -1.43 -1.91
C 3.72 -1.62 -1.31
C 4.66 -2.47 -1.88
C 4.36 -3.13 -3.06
C 3.13 -2.95 -3.67
C 2.19 -2.11 -3.10
H 3.95 -1.10 -0.39
H 5.62 -2.60 -1.41
H 5.10 -3.79 -3.51
H 2.90 -3.47 -4.59
H 1.23 -1.96 -3.57
```

# 5
C16H15N6O4PtS2 as an isolated structure, computed with ωB97M-V with the def2-TZVPD basis set.

## Properties
total charge: -1
Kohn-Sham gap: 5.0 eV
HOMO level: -2.452 eV
relative energy (zero: lowest compared OMol25 entry of this formula, charge and spin): 2.4 kcal per mole

```
44
C16H15N6O4PtS2, DFT ωB97M-V with the def2-TZVPD basis set
Pt -0.07 1.89 -0.53
N 3.93 2.32 -0.15
C 2.77 2.27 -0.79
N 1.83 2.01 0.11
C 2.50 1.95 1.30
N 3.79 2.13 1.17
C 1.83 1.79 2.61
C 2.57 1.70 3.79
N 1.99 1.56 4.97
C 0.65 1.51 4.97
C -0.08 1.60 3.80
N 0.51 1.74 2.62
H 4.84 2.50 -0.54
H 2.58 2.46 -1.83
H 3.65 1.76 3.76
H 0.16 1.39 5.92
H -1.16 1.56 3.81
S 0.13 4.08 -1.14
O -2.22 -0.79 -1.64
C -1.23 -1.16 -0.99
N -0.29 -0.38 -0.43
S 0.89 -1.27 0.27
O 0.94 -1.10 1.69
O 2.13 -1.12 -0.45
C 0.18 -2.85 -0.10
C 0.64 -4.12 0.19
C -0.15 -5.19 -0.23
C -1.34 -4.97 -0.92
C -1.77 -3.68 -1.20
C -0.99 -2.62 -0.77
H 1.57 -4.28 0.72
H 0.17 -6.20 -0.02
H -1.93 -5.82 -1.23
H -2.69 -3.49 -1.74
C -1.49 1.21 -3.32
C -2.40 1.25 -2.12
C -3.88 1.19 -2.38
O -2.05 1.86 -1.09
H -1.94 0.65 -4.14
H -0.51 0.81 -3.06
H -1.33 2.26 -3.60
H -4.13 0.54 -3.21
H -4.20 2.21 -2.61
H -4.40 0.86 -1.48
```

# 6
C16H15NSn as an isolated structure, computed with ωB97M-V with the def2-TZVPD basis set.

## Properties
total charge: +2
Kohn-Sham gap: 4.7 eV
HOMO level: -15.419 eV

```
33
C16H15NSn, DFT ωB97M-V with the def2-TZVPD basis set
Sn -0.11 1.56 -1.25
C -2.20 2.03 -1.80
H -2.84 1.25 -1.37
H -2.46 3.00 -1.37
H -2.33 2.05 -2.88
H 1.40 2.47 -3.29
H 1.86 2.15 -2.76
C -0.07 3.59 2.74
C 0.40 2.55 3.56
C 0.62 1.28 3.03
C 0.38 1.04 1.66
C 0.00 2.10 0.84
C -0.29 3.35 1.36
C 0.48 -0.29 1.07
C 0.97 -1.42 1.75
C 1.03 -2.64 1.12
C 0.55 -2.77 -0.20
C 0.59 -3.99 -0.91
C 0.11 -4.06 -2.21
C -0.46 -2.94 -2.82
C -0.51 -1.72 -2.16
C 0.01 -1.62 -0.86
N 0.06 -0.40 -0.22
H -0.25 4.58 3.14
H 0.58 2.73 4.62
H 0.97 0.47 3.68
H -0.67 4.16 0.74
H 1.32 -1.31 2.77
H 1.44 -3.51 1.62
H 1.01 -4.86 -0.40
H 0.18 -5.00 -2.76
H -0.86 -3.02 -3.83
H -0.92 -0.83 -2.63
```

Number 1: F_max 0.1488 hartree/bohr, E -727.81953 a.u.. Number 2: F_max 0.0171 hartree/bohr, E -933.46878 a.u.. Number 3: F_max 0.0298 hartree/bohr, E -1450.99565 a.u.. Number 4: F_max 0.0444 hartree/bohr, E -11567.64201 a.u.. Number 5: F_max 0.0330 hartree/bohr, E -2163.96714 a.u.. Number 6: F_max 0.0752 hartree/bohr, E -887.04435 a.u..